1.
Molecular formula: C36H30BrF3IN5O3S3SbTi
Method: DFT, ωB97M-V/def2-TZVPD

```
84
Properties=species:S:1:pos:R:3
Ti -7.051 -3.072 18.470
C -5.742 -6.329 19.044
C -7.163 -6.089 19.491
C -8.114 -7.166 19.420
C -9.342 -6.908 19.995
C -9.590 -5.694 20.660
C -8.618 -4.715 20.645
N -7.502 -4.854 19.939
Sb -8.984 -3.071 22.086
C -10.781 -2.116 21.245
C -10.837 -0.896 20.559
C -12.007 -0.473 20.004
C -13.169 -1.232 20.307
C -13.115 -2.323 21.206
C -14.286 -2.907 21.862
N -11.915 -2.740 21.610
C -7.879 -1.387 21.389
C -8.092 -0.341 22.308
C -7.696 0.944 22.033
C -6.982 1.182 20.829
C -6.608 0.081 20.092
C -5.604 0.401 18.988
N -7.111 -1.158 20.290
H -5.608 -7.133 18.286
H -5.325 -5.416 18.628
H -5.144 -6.634 19.885
H -7.769 -8.116 18.963
H -10.124 -7.699 19.970
H -10.558 -5.501 21.130
H -9.884 -0.375 20.354
H -12.089 0.564 19.444
H -14.085 -0.890 19.982
H -14.853 -2.200 22.472
H -15.052 -3.245 21.150
H -13.947 -3.803 22.427
H -8.656 -0.494 23.163
H -8.035 1.772 22.717
H -6.756 2.202 20.509
H -5.116 1.307 19.182
H -4.870 -0.400 18.805
H -6.167 0.583 18.061
C -5.017 -1.667 16.241
C -6.448 -1.160 15.958
C -6.700 -0.178 14.986
C -7.983 0.095 14.743
C -9.048 -0.486 15.479
C -10.363 -0.087 15.239
C -11.332 -0.616 16.034
C -11.000 -1.585 16.971
C -9.711 -1.947 17.273
S -9.438 -3.209 18.416
C -8.730 -1.374 16.493
N -7.405 -1.657 16.694
H -4.832 -2.026 17.259
H -4.296 -0.790 16.132
H -4.739 -2.331 15.460
H -5.855 0.269 14.367
H -8.123 0.779 13.922
H -10.485 0.743 14.572
H -12.358 -0.280 15.900
H -11.724 -2.098 17.511
F -1.641 -3.212 19.767
C -2.801 -3.915 19.763
F -3.027 -4.386 18.513
F -2.609 -4.931 20.605
S -4.248 -2.868 20.289
O -3.721 -1.520 20.404
O -4.756 -3.565 21.450
O -5.174 -2.938 19.120
S -6.992 -6.581 15.186
C -6.817 -5.384 16.250
N -6.732 -4.439 16.990
Br -13.206 -4.338 11.934
C -11.471 -4.053 11.371
C -11.322 -3.780 9.990
C -10.055 -3.414 9.485
C -8.969 -3.336 10.356
C -9.136 -3.678 11.683
C -10.414 -3.945 12.214
I -10.532 -4.728 14.118
H -12.153 -3.950 9.341
H -9.906 -3.086 8.473
H -7.985 -3.172 9.909
H -8.295 -3.638 12.409
```

## Properties
E_tot ... -199867.7738 eV
Energy above the lowest of the compared OMol25 structures with the same formula, charge and spin ... 1.3590 eV
Net charge ... 0
Maximum force ... 2.9 eV/Å
Kohn-Sham gap (spin up / spin down) ... 7.36 / 7.47 eV
LUMO energy (spin up / spin down) ... -0.39 / -0.32 eV
HOMO (spin up / spin down) ... -7.75 / -7.78 eV
2S+1 ... 2

Results of the Löwdin charge analysis, in e, for atoms 1 through 6: number 1, Ti, carries 0.835; number 2, C, carries -0.041; number 3, C, carries -0.276; number 4, C, carries 0.004; number 5, C, carries -0.052; number 6, C, carries -0.144

2.
Molecular formula: C36H30F6
Method: DFT, ωB97M-V/def2-TZVPD

```
72
Properties=species:S:1:pos:R:3
F 0.155 1.521 -4.467
C 1.461 1.428 -4.143
C 1.816 0.617 -3.091
C 3.156 0.519 -2.762
C 4.113 1.209 -3.496
C 3.724 2.014 -4.565
C 2.383 2.145 -4.887
H 1.065 0.026 -2.583
H 3.481 -0.104 -1.938
H 5.168 1.112 -3.281
H 4.507 2.530 -5.106
H 2.020 2.729 -5.723
F -3.277 -3.002 -3.957
C -3.441 -3.606 -2.764
C -2.328 -3.876 -1.991
C -2.516 -4.498 -0.767
C -3.795 -4.813 -0.331
C -4.899 -4.544 -1.124
C -4.724 -3.926 -2.349
H -1.357 -3.534 -2.329
H -1.628 -4.779 -0.215
H -3.894 -5.334 0.613
H -5.877 -4.873 -0.803
H -5.559 -3.762 -3.021
F 4.346 -3.826 9.021
C 4.455 -2.931 8.014
C 5.664 -2.296 7.829
C 5.763 -1.359 6.819
C 4.685 -1.116 5.972
C 3.490 -1.769 6.184
C 3.357 -2.692 7.209
H 6.484 -2.547 8.488
H 6.678 -0.802 6.666
H 4.797 -0.389 5.180
H 2.654 -1.588 5.519
H 2.400 -3.168 7.367
F -0.281 0.259 -0.346
C -0.054 -0.384 0.817
C 0.397 0.342 1.901
C 0.711 -0.319 3.075
C 0.552 -1.696 3.156
C 0.081 -2.415 2.061
C -0.199 -1.759 0.869
H 0.459 1.423 1.821
H 1.089 0.220 3.933
H 0.834 -2.228 4.056
H -0.003 -3.490 2.148
H -0.578 -2.285 0.001
F -0.873 7.014 -1.278
C -0.327 5.807 -1.023
C 1.017 5.622 -1.278
C 1.559 4.355 -1.152
C 0.756 3.313 -0.711
C -0.562 3.541 -0.355
C -1.117 4.801 -0.526
H 1.600 6.474 -1.606
H 2.599 4.177 -1.392
H 1.176 2.324 -0.583
H -1.117 2.734 0.105
H -2.154 4.977 -0.266
F -5.674 3.609 -2.565
C -4.923 2.488 -2.607
C -3.564 2.569 -2.397
C -2.795 1.428 -2.569
C -3.385 0.195 -2.784
C -4.766 0.124 -2.927
C -5.535 1.281 -2.866
H -3.053 3.515 -2.263
H -1.716 1.490 -2.492
H -2.800 -0.696 -2.967
H -5.278 -0.807 -3.131
H -6.603 1.281 -3.048
```

## Properties
E_tot ... -54123.1518 eV
Energy above the lowest of the compared OMol25 structures with the same formula, charge and spin ... 0.3588 eV
Net charge ... 0
Maximum force ... 0.8 eV/Å
Kohn-Sham gap ... 9.58 eV
LUMO energy ... 0.52 eV
HOMO ... -9.06 eV

Results of the Löwdin charge analysis, in e, for atoms 1 through 6: number 1, F, carries 0.056; number 2, C, carries -0.286; number 3, C, carries -0.029; number 4, C, carries -0.084; number 5, C, carries -0.098; number 6, C, carries -0.084

3.
Molecular formula: C36H30FN2NiO3PS2
Method: DFT, ωB97M-V/def2-TZVPD

```
76
Properties=species:S:1:pos:R:3
Ni 0.002 0.454 0.472
C 1.774 -2.750 2.563
C 1.865 -2.496 1.086
N 2.793 -1.739 0.664
N 3.012 -1.613 -0.661
C 2.709 -0.595 -1.352
S 1.900 0.877 -0.957
S 3.253 -0.675 -3.072
C 3.640 -2.457 -3.265
C 5.060 -2.815 -2.940
C 5.380 -3.483 -1.761
C 6.694 -3.823 -1.476
C 7.710 -3.506 -2.367
C 7.402 -2.839 -3.544
C 6.089 -2.495 -3.825
C 0.905 -3.236 0.217
C 1.181 -4.565 -0.072
C 0.341 -5.345 -0.858
C -0.823 -4.763 -1.349
C -1.123 -3.444 -1.074
C -0.274 -2.612 -0.292
O -0.604 -1.388 -0.072
H 2.547 -2.196 3.092
H 1.875 -3.822 2.762
H 0.798 -2.424 2.926
H 3.419 -2.668 -4.312
H 2.940 -2.982 -2.618
H 4.588 -3.714 -1.061
H 6.929 -4.339 -0.552
H 8.738 -3.768 -2.141
H 8.189 -2.591 -4.247
H 5.848 -1.959 -4.737
H 2.094 -5.005 0.323
H 0.594 -6.375 -1.079
H -1.505 -5.350 -1.956
H -2.034 -2.999 -1.460
O -0.661 4.644 0.879
C -0.645 3.484 0.465
O -0.689 2.409 1.149
C -0.591 3.252 -1.073
P -1.246 1.554 -1.286
C -1.333 1.330 -3.101
C -0.709 2.155 -4.032
C -0.786 1.871 -5.389
C -1.477 0.754 -5.832
C -2.078 -0.095 -4.910
C -1.997 0.189 -3.558
C -3.026 1.909 -0.963
C -3.797 2.705 -1.807
C -5.106 3.022 -1.476
C -5.659 2.544 -0.295
C -4.902 1.745 0.548
C -3.592 1.429 0.215
H 0.453 3.284 -1.393
H -1.165 4.011 -1.603
H -0.152 3.019 -3.693
H -0.295 2.520 -6.105
H -1.536 0.538 -6.893
H -2.593 -0.985 -5.251
H -2.437 -0.483 -2.827
H -3.370 3.080 -2.730
H -5.695 3.654 -2.131
H -6.678 2.802 -0.030
H -5.330 1.380 1.474
H -2.985 0.822 0.875
F 1.278 0.945 6.470
C 1.072 0.716 5.131
C -0.151 0.237 4.717
C -0.345 0.018 3.355
C 0.645 0.269 2.396
C 1.866 0.741 2.885
C 2.094 0.965 4.241
H -0.930 0.047 5.448
H -1.310 -0.376 3.040
H 2.674 0.926 2.185
H 3.048 1.333 4.605
```

## Properties
E_tot ... -121663.3954 eV
Energy above the lowest of the compared OMol25 structures with the same formula, charge and spin ... 0.7841 eV
Net charge ... -2
Maximum force ... 1.0 eV/Å
Kohn-Sham gap (spin up / spin down) ... 6.16 / 6.48 eV
LUMO energy (spin up / spin down) ... 4.31 / 4.31 eV
HOMO (spin up / spin down) ... -1.85 / -2.18 eV
2S+1 ... 3

Results of the Löwdin charge analysis, in e, for atoms 1 through 6: number 1, Ni, carries 0.327; number 2, C, carries -0.034; number 3, C, carries -0.322; number 4, N, carries 0.084; number 5, N, carries -0.081; number 6, C, carries -1.086